Entry 1:
Molecular formula: C2H4I2O
Method: DFT, ωB97M-V/def2-TZVPD

XYZ file:
```
9
Properties=species:S:1:pos:R:3:forces:R:3
C 1.8601 -0.0657 0.4165 -3.39 0.51 -1.13
C -0.2910 0.1794 -0.6601 3.41 -0.68 0.67
I 2.7088 -1.9680 -0.0773 -0.07 0.18 -0.05
H -0.7560 0.9058 -0.0321 -0.16 0.32 0.36
H -0.6127 -0.8435 -0.6107 -0.24 -0.23 0.06
H 0.8125 -0.5938 1.9598 0.25 0.06 -0.32
O 1.4799 0.0640 1.7070 0.36 -0.02 0.61
I 3.0022 1.6274 -0.1294 -0.03 -0.25 -0.01
H 0.0679 0.5054 -1.6209 -0.14 0.12 -0.19
```
Forces are in eV/Å.

## Properties
Net charge: 0
Gap between HOMO and LUMO (spin up / spin down), Ha: 0.27919 / 0.27942
Energy above the lowest of the compared OMol25 structures with the same formula, charge and spin, kcal per mole: 69.04
LUMO energy (spin up / spin down), eV: -0.63 / -0.64

***

Entry 2:
Molecular formula: C36H90O27S6
Method: DFT, ωB97M-V/def2-TZVPD

XYZ file:
```
159
Properties=species:S:1:pos:R:3:forces:R:3
H 5.7409 10.8500 24.1873 -0.40 -0.37 0.09
H 2.3530 11.3423 21.4956 0.02 -0.07 -0.02
H 2.1067 9.7621 11.8912 0.20 0.25 0.38
H -2.5899 8.9166 27.0299 0.52 -0.15 -0.03
H -3.5870 6.6367 18.1267 0.19 0.35 -0.30
H 9.2681 13.4888 24.9549 -0.63 0.20 0.30
O -2.6316 8.9585 17.4070 0.20 1.60 -2.75
H 4.8754 11.1940 16.4203 -0.06 0.03 0.09
H 2.7335 5.8139 17.0635 0.18 -0.18 0.10
H -4.4657 9.1299 18.4917 0.04 0.07 -0.82
C 5.8246 8.9113 22.2422 0.49 -0.04 1.05
H -6.9565 3.8824 21.3347 -0.12 -0.81 0.12
H 5.9658 6.7734 18.4562 -0.28 -0.11 0.58
C 1.7576 9.8665 14.1068 0.27 0.17 -0.99
C -3.2853 7.3314 18.9106 -0.62 1.07 0.81
O 7.0123 12.3930 20.1196 -0.62 -0.58 -0.05
C -3.0048 8.6284 26.0640 1.33 -0.40 0.49
H 4.8222 9.2043 21.9302 0.18 0.65 -0.38
H 5.4423 11.6417 22.6312 -0.09 -0.35 -0.41
C -0.0746 6.1517 17.7612 0.66 0.81 0.88
O -3.0238 11.0501 25.7414 -0.75 -0.78 0.00
C 3.6566 5.2461 16.9475 0.45 1.28 -1.22
H 0.4110 9.9204 12.3730 0.07 0.33 0.02
H -0.8902 11.9614 16.5165 0.05 0.05 0.19
H 6.9100 9.0328 19.3469 0.08 -0.34 -0.15
H -2.6235 6.4322 24.5112 -0.02 0.05 0.74
O 1.5380 3.0474 17.8331 1.16 -0.61 -1.15
C 3.2665 11.8953 19.5933 -0.83 -1.35 -0.74
C 1.1955 2.5701 15.4595 -0.06 0.07 1.28
H -5.9809 3.2263 22.7578 -0.39 0.24 -0.02
O -0.1255 8.1700 19.5268 1.62 0.07 -1.52
C 6.1847 11.1100 23.2263 1.09 0.56 1.42
H -0.9530 7.8763 15.4137 0.94 -0.03 0.24
H 0.5630 3.8056 13.2491 -0.34 -0.29 0.37
C 1.3773 9.5054 12.6595 -0.78 0.01 0.24
H 5.6676 8.3111 23.1384 -0.10 -0.57 0.03
O 0.8686 8.5142 17.1635 0.64 -0.20 2.19
H -3.1377 13.0571 25.8809 0.09 -0.09 0.40
H -4.3949 9.7453 24.7949 0.27 0.09 -0.52
H -0.0356 1.8596 17.0270 -0.46 0.62 0.55
H 0.9200 9.8005 14.8012 0.08 -0.36 -0.04
C 12.1046 11.7704 27.2381 0.22 -0.74 -0.37
H 3.4553 4.3159 16.4161 0.27 0.19 -0.08
H 6.8824 13.1913 23.8916 -0.99 -0.20 0.94
H 5.2668 14.2214 21.5394 0.21 -0.09 -0.17
H -0.3597 10.4436 17.2945 -0.03 0.20 0.09
H 9.6200 11.7364 26.5635 -0.22 -0.39 0.20
C -1.1412 11.2025 17.2575 -1.04 -0.87 -1.16
C 5.2552 14.3590 20.4582 0.17 -1.03 -0.93
H 2.8631 12.8939 19.4260 0.42 0.19 0.09
H -0.9109 7.7812 13.6708 -1.04 0.88 -0.20
C 7.2659 12.2097 23.6133 -0.19 -0.69 -2.38
H -2.3603 7.3683 14.8124 -0.24 -0.91 -1.12
C -3.4144 8.8484 18.5526 -0.25 -1.77 1.41
C 0.5782 5.8580 14.0349 -0.56 0.43 0.28
O -0.7356 6.0203 14.4719 -1.54 -2.15 1.04
H 4.1593 5.0728 17.8990 0.05 0.10 -0.17
H 7.6836 12.5363 22.6609 0.80 -0.54 -0.41
C 9.4049 12.4580 24.6281 1.41 1.14 0.15
O 11.5200 12.2874 26.0861 -1.51 0.81 -2.16
H 3.3774 6.6384 22.0210 -0.20 -0.30 -0.14
H -4.4656 12.3896 25.0718 -0.52 -0.34 0.20
H 0.3850 2.8192 19.3057 -0.08 0.38 1.58
O 1.9396 11.8939 16.6057 1.15 0.34 -2.07
C -4.8610 3.6365 20.9397 -1.66 0.59 -0.31
H 6.8768 7.6189 17.3360 0.02 0.32 -0.38
H -4.5628 9.9343 26.5081 -0.16 -0.13 0.27
C 1.0095 4.3944 14.0503 -0.06 1.62 1.23
H -4.9988 2.6464 20.5053 0.32 -0.20 0.10
H 1.4982 1.1455 16.9372 0.47 -0.19 0.49
C -1.3021 7.2916 14.5626 1.60 1.10 0.05
H 0.3844 5.9175 16.8008 -0.13 -0.08 0.17
C -0.7764 6.8990 23.4838 -0.34 -0.45 0.32
H 1.2412 6.4110 14.7002 0.39 0.20 0.07
O -2.3674 4.3212 19.5642 0.31 -0.81 1.55
H 4.2514 14.6112 20.1161 0.11 0.00 -0.01
C -3.8338 12.2206 25.9438 0.96 0.80 -0.83
O 2.1428 7.1199 18.9284 -1.80 1.74 -1.36
O 2.2134 11.2515 14.1122 0.37 1.05 1.07
H -1.0862 6.1319 22.7741 -0.23 -0.08 -0.32
H -1.4024 11.6348 18.2234 -0.08 -0.19 -0.16
C -3.8221 9.9012 25.7091 0.28 0.22 -0.07
H 11.4227 11.7659 28.0884 0.11 0.39 0.29
C -6.0361 3.9183 21.9174 0.77 0.38 -1.17
H 0.6590 6.2828 13.0343 0.37 -0.06 -0.33
O -1.0615 4.1370 21.6983 -2.00 -0.30 -0.45
O 8.2148 11.7197 24.4973 0.49 -0.31 0.30
O 5.4733 12.9086 18.1767 0.59 -0.40 2.20
O -3.8260 11.2105 16.8819 2.72 -2.64 -0.84
H 0.5424 1.9322 14.8639 -0.01 -0.14 -0.31
H 1.2962 11.1487 20.0674 -0.06 0.21 0.05
S 0.6712 7.7257 18.3698 -1.37 -2.19 -0.51
H -3.6215 7.7422 26.2136 -0.19 0.11 -0.51
O 3.6150 13.0890 15.0492 -1.86 -1.04 0.46
H -4.0002 7.1607 19.7156 0.00 -0.16 0.31
S 5.7338 12.7757 19.6146 -2.26 1.52 -0.79
O 4.0627 6.9059 14.7398 0.88 -0.64 1.97
C 1.4584 2.6668 19.1929 -1.30 0.21 -1.04
C 5.9334 7.6958 17.8765 2.54 -0.28 1.76
H 4.2743 7.0190 20.5732 -0.15 -0.71 -0.51
H -1.2241 1.6003 20.0054 -0.15 0.36 -0.06
H 1.6171 1.6186 19.4462 0.62 -0.19 -0.39
S 2.8836 11.9053 15.4712 0.88 -0.83 -0.49
C 2.3146 11.0553 20.4447 0.01 0.01 -0.74
H 4.6321 10.2375 14.9502 -0.42 0.13 -0.07
H -3.0069 9.4699 19.3499 0.26 -0.03 0.17
H 5.9686 9.8358 18.1226 0.04 0.06 -0.10
H 1.8682 5.4556 24.6170 0.38 0.30 -0.17
H -2.9654 1.4122 20.4080 -0.02 0.42 -0.34
H -2.6830 7.7674 23.4327 -0.47 0.62 -0.04
O -3.6550 3.7691 21.6597 3.20 0.13 0.47
O 6.0628 5.6941 15.7591 -2.38 1.80 0.41
H 1.1835 6.7379 20.7123 -0.11 -0.51 -0.06
H -4.8861 4.3568 20.1220 0.08 0.01 -0.04
H -0.3374 7.6883 22.8735 0.20 0.45 0.32
H 1.2638 5.1976 23.0078 -0.56 0.01 -0.21
H 10.3697 10.7076 25.3267 0.07 -0.17 0.02
H 3.4722 11.3972 18.6458 -0.89 0.34 -0.31
H 2.2206 2.4680 15.1034 0.29 -0.18 0.05
H 13.0370 12.3223 27.3570 -0.33 0.32 0.51
S -2.6359 10.3665 16.5147 -0.78 2.32 -0.12
H 5.1619 9.0715 19.4607 -0.15 -0.27 -0.08
O 0.8074 3.9010 15.4116 -0.14 0.79 -2.27
H 0.1679 5.4200 18.5319 -0.01 -0.18 -0.19
O 6.7385 9.9215 22.6151 -0.18 2.12 -0.21
H 2.1490 3.3262 19.7187 -0.48 -0.16 0.33
H 5.9685 15.1039 20.1056 -0.03 -0.05 0.16
S 4.7619 6.3796 15.9100 0.51 -0.81 0.75
C -2.0555 7.3076 24.1962 1.11 -0.05 -0.35
H 2.0781 4.5055 13.8668 0.34 -0.58 -0.13
C 4.1343 10.6665 15.8198 -0.52 0.35 0.78
H 1.8343 6.8294 23.4187 0.16 0.00 0.14
H -1.1595 6.2398 17.7032 0.23 0.28 -0.17
O 0.1017 6.3120 24.4069 -0.34 0.26 -0.27
C 1.3318 5.9412 23.8018 0.23 -0.25 0.77
O 4.8516 7.6769 17.0339 -1.68 -1.18 -2.97
O 4.5171 11.8099 20.2301 3.00 1.25 0.81
H -6.0628 4.9724 22.1934 0.56 -0.06 0.57
C 3.2758 7.0329 21.0100 0.13 0.82 0.14
H -1.7883 1.4340 21.6703 0.14 0.43 0.13
H 6.3449 8.3385 21.4746 -0.34 -0.12 0.07
H 1.2276 8.4289 12.5769 0.18 -0.11 0.26
C -2.0203 1.8708 20.6989 -0.18 0.24 0.41
C 1.0151 2.1221 16.9041 0.33 -0.82 -0.61
H 3.1390 8.1088 21.1180 -0.42 0.06 0.16
S -2.1700 3.6908 20.8616 -0.89 -0.66 -0.94
C 2.1033 6.4686 20.1932 1.45 0.38 0.80
H -2.2893 7.0998 19.2879 -0.14 0.02 -0.18
H 2.5644 10.0049 20.2951 0.13 -0.05 0.37
O -2.3670 10.0621 15.0886 -0.62 0.10 3.43
H 3.5979 9.9468 16.4382 0.39 -0.37 -0.17
H 2.5914 9.2063 14.3454 -0.07 0.08 0.59
H 12.4439 10.7434 27.1031 -0.17 -0.44 -0.15
H 2.2539 5.4046 20.0107 -0.46 -0.05 0.11
O -1.8332 8.2774 25.2470 -1.96 0.15 -0.26
H -4.3589 12.2538 26.8984 -0.07 -0.33 -0.07
C 10.2322 11.7357 25.6617 0.81 -0.68 2.11
H 10.0374 12.6008 23.7519 -0.45 -0.56 -0.83
C 5.9922 8.9549 18.7641 -0.52 0.06 -0.64
```
Forces are in eV/Å.

## Properties
Net charge: +1
Gap between HOMO and LUMO (spin up / spin down), Ha: 0.29267 / 0.07003
Energy above the lowest of the compared OMol25 structures with the same formula, charge and spin, kcal per mole: 0.00
LUMO energy (spin up / spin down), eV: -2.69 / -8.75
<S²>: 0.755
2S+1: 2

***

Entry 3:
Molecular formula: BrClINO
Method: DFT, ωB97M-V/def2-TZVPD

XYZ file:
```
5
Properties=species:S:1:pos:R:3:forces:R:3
I 3.2671 0.1248 0.1002 -0.11 0.08 0.03
Br -1.3078 -1.7207 0.0791 -0.38 -0.61 -0.13
Cl 4.8161 -1.5516 -0.2176 0.09 -0.09 -0.02
N -0.6678 0.1513 0.2121 -0.22 1.86 -0.28
O -1.3752 0.9746 -0.1853 0.63 -1.24 0.40
```
Forces are in eV/Å.

## Properties
SMILES: O=NBr.ClI
Net charge: 0
Gap between HOMO and LUMO, Ha: 0.31286
Energy above the lowest of the compared OMol25 structures with the same formula, charge and spin, kcal per mole: 0.00
LUMO energy, eV: -1.45

***

Entry 4:
Molecular formula: C6H9N
Method: DFT, ωB97M-V/def2-TZVPD

XYZ file:
```
16
Properties=species:S:1:pos:R:3:forces:R:3
H 0.4677 -0.6614 2.0674 0.00 0.04 -0.16
H 0.1999 -2.6338 -0.1069 -0.09 0.12 0.08
N -0.6093 0.2990 0.3514 -0.04 0.53 -0.01
H 0.8477 1.6772 -1.3343 -0.02 0.34 -0.03
C 0.9777 -0.3405 -1.2469 0.04 -0.30 0.37
H -1.3165 -0.5612 -1.5599 0.17 -0.04 0.11
C -0.3984 -1.7777 0.2033 0.00 -0.22 0.05
C -0.9843 1.5013 0.4970 -0.02 -0.31 0.03
H 0.5357 2.3299 -1.0917 0.11 0.22 -0.21
H -0.6881 2.0791 1.3676 -0.14 -0.20 0.01
H -1.5657 1.9657 -0.2943 0.08 -0.08 0.12
H 2.5023 -0.0858 0.3364 -0.13 -0.20 -0.06
H -1.3545 -2.0703 0.6543 0.11 0.08 -0.02
C 0.3781 -0.6875 0.9794 0.04 0.00 0.23
C 1.5089 -0.3895 0.0147 0.15 0.05 -0.19
C -0.5014 -0.6444 -0.8375 -0.25 -0.02 -0.32
```
Forces are in eV/Å.

## Properties
Net charge: 0
Gap between HOMO and LUMO, Ha: 0.26514
Energy above the lowest of the compared OMol25 structures with the same formula, charge and spin, kcal per mole: 165.40
LUMO energy, eV: 0.12

***

Entry 5:
Molecular formula: C19H25As2O3Tl
Method: DFT, ωB97M-V/def2-TZVPD

XYZ file:
```
50
Properties=species:S:1:pos:R:3:forces:R:3
C 3.2360 -1.5761 2.7874 -0.02 -0.01 0.00
H 0.6359 -0.6553 -4.2571 0.01 0.00 0.00
H -4.8676 -1.1669 -0.4721 0.01 0.00 0.00
C -2.9943 -0.9967 -1.4950 0.01 0.14 0.01
C -0.5468 1.7568 3.1918 -0.04 -0.01 0.07
H 3.5536 3.4300 0.8764 0.01 0.06 0.04
H -2.9397 0.0719 -1.3233 0.03 0.05 0.00
C 3.7261 0.1208 1.1603 -0.04 -0.03 0.04
H -2.7393 4.4762 -0.7443 -0.07 -0.01 -0.02
C 2.3828 0.4815 1.1015 0.08 -0.06 0.00
H -1.1158 -2.1221 2.2375 0.00 -0.02 0.02
H 4.4592 0.6328 0.5504 0.01 0.00 -0.01
H 0.3469 -2.3462 -3.8040 -0.01 0.01 0.00
C 2.4750 3.5138 0.7497 -0.03 0.08 -0.02
H -1.1224 -1.2523 3.8075 -0.01 -0.05 0.01
H -0.1814 2.6601 2.7081 0.01 0.01 0.01
H 2.7749 0.7340 -2.1413 0.02 -0.01 0.00
H -2.4371 -0.9993 2.6359 -0.01 -0.01 0.03
H 2.2326 4.3753 0.1316 0.01 0.01 0.00
C -0.8380 -0.9280 -2.7519 0.04 -0.05 0.12
O -1.4150 3.5094 0.4680 -0.17 0.28 -0.09
C -2.2243 -2.9773 -2.6330 0.00 -0.10 0.02
C -1.3737 -1.1983 2.7495 -0.07 -0.05 -0.06
C -0.1269 -1.3782 -3.9848 -0.04 0.01 0.01
H 0.0425 1.5304 4.0788 -0.01 0.03 0.02
C -2.0313 -1.6405 -2.2800 0.01 0.06 -0.06
O -0.3578 0.0482 -2.1401 -0.11 -0.06 -0.29
H 2.7848 2.5007 -2.3496 0.02 -0.01 -0.02
H 3.5610 -2.3755 3.4393 0.00 0.00 0.00
H 5.2017 -1.1582 2.0393 0.00 0.00 0.00
H -1.5926 1.9021 3.4564 0.00 0.00 0.00
C 1.8931 -1.2293 2.7402 0.05 0.04 -0.01
C -4.2627 -3.0259 -1.3649 -0.04 0.03 0.01
H 1.9929 3.6080 1.7193 0.00 0.02 0.01
C 3.0009 1.6838 -1.6632 0.01 0.03 -0.10
H -5.1348 -3.5634 -1.0168 0.00 0.00 0.00
Tl -0.7343 1.3917 -0.3715 0.35 -0.24 0.39
As 1.8864 1.9000 -0.1160 -0.10 -0.16 -0.03
C -2.1450 3.5843 -0.5367 0.05 -0.05 0.11
C 4.1529 -0.8967 2.0025 0.00 0.01 -0.02
H -0.8336 -1.5092 -4.8042 0.00 -0.02 0.00
O -2.2151 2.6127 -1.3734 -0.02 0.07 -0.01
H 4.0477 1.7249 -1.3712 0.02 0.00 -0.03
H -1.5064 -3.4909 -3.2577 -0.01 0.01 0.00
As -0.4059 0.2660 1.9793 -0.04 0.14 -0.18
H -3.4638 -4.7092 -2.4277 0.00 0.00 0.01
H 1.1921 -1.7712 3.3618 -0.01 0.01 0.01
C -4.1053 -1.6804 -1.0424 0.00 -0.09 -0.03
C -3.3278 -3.6703 -2.1612 0.04 0.02 -0.02
C 1.4600 -0.1980 1.9110 0.04 -0.08 0.03
```
Forces are in eV/Å.

## Properties
Net charge: +2
Gap between HOMO and LUMO, Ha: 0.30670
LUMO energy, eV: -6.87

***

Entry 6:
Molecular formula: C13H11FeNO7
Method: DFT, ωB97M-V/def2-TZVPD

XYZ file:
```
33
Properties=species:S:1:pos:R:3:forces:R:3
O -2.5146 -4.3220 -2.3959 0.87 1.33 -0.05
H -3.1520 0.7749 -1.2909 0.01 0.06 0.29
O 2.2213 2.1482 1.1943 -1.27 0.74 1.62
H 2.2405 2.1754 3.9948 -0.52 -0.04 0.04
H 1.8413 1.8221 -2.8314 -0.04 -0.26 0.22
H -0.4176 1.9176 0.8913 -0.04 -0.21 0.05
C -0.0761 -0.4103 -1.7359 3.13 -0.48 1.41
O -1.8134 1.3631 3.2194 2.13 1.17 -0.55
O -0.4074 -3.8364 1.0465 0.20 0.50 -1.38
Fe -0.5049 -2.4746 -1.4933 -0.55 2.19 -0.04
O 1.5344 -4.1788 -2.4900 -0.56 1.55 0.28
C -0.4094 -3.3314 0.0070 -0.42 -1.59 3.19
C -2.1739 0.3789 -1.0240 -0.56 0.18 0.65
N -0.0096 1.9860 1.8141 0.88 0.91 1.18
H -0.4218 -0.7563 1.6652 -0.36 0.30 -0.87
C -0.6082 -0.4115 0.6244 2.62 -1.95 1.28
C 1.3960 2.6758 3.4999 0.27 0.04 0.01
C -0.7093 1.8399 3.0139 -1.01 -0.43 0.78
C 1.9331 0.8728 -2.2857 -0.04 -0.31 -0.08
C 1.3424 2.2913 2.0373 0.03 -0.93 -1.67
O 0.8084 0.0429 -2.6757 -0.74 -0.03 0.38
C -1.4849 -0.3300 -2.0012 -1.48 1.85 -0.82
H 2.8258 0.3472 -2.6416 -0.07 0.20 0.23
C 0.2933 -0.8241 -0.4012 0.25 1.66 -0.54
H 1.3519 -1.0250 -0.1764 -0.49 0.04 0.03
H -2.2777 0.9331 1.0946 0.30 -0.15 -0.45
O 0.1104 2.2796 4.0391 0.31 -0.13 -0.96
C 0.8482 -3.2941 -2.1842 2.66 -3.28 -1.57
H 1.9845 1.0536 -1.1990 -0.12 -0.15 -0.46
H -1.8648 -0.4901 -3.0161 -0.01 0.03 0.53
H 1.5557 3.7624 3.5948 -0.27 -0.33 0.01
C -1.6709 0.4778 0.3043 -2.92 0.14 -2.14
C -1.7705 -3.4577 -2.1986 -2.20 -2.61 -0.60
```
Forces are in eV/Å.

## Properties
Net charge: 0
Gap between HOMO and LUMO (spin up / spin down), Ha: 0.22339 / 0.22315
Energy above the lowest of the compared OMol25 structures with the same formula, charge and spin, kcal per mole: 0.21
LUMO energy (spin up / spin down), eV: 0.40 / -2.91
<S²>: 6.074
2S+1: 5

***

Number 1: E_tot -749.1055 Ha, maximum force 3.61 eV/Å. Number 2: E_tot -5845.5049 Ha, maximum force 3.89 eV/Å. Number 3: E_tot -3461.8054 Ha, maximum force 1.90 eV/Å. Number 4: E_tot -288.5185 Ha, maximum force 0.53 eV/Å. Number 5: E_tot -5608.1878 Ha, maximum force 0.58 eV/Å. Number 6: E_tot -2346.9205 Ha, maximum force 4.51 eV/Å.